Entry 1:
Formula: C6H12As2F12O6Rb
Source: the OMol25 dataset
Level of theory: wB97M-V/def2-TZVPD

Computed properties:
Lowest unoccupied orbital energy ... 1.50 eV
Electronic energy ... -6381.69427 Eh
Frontier orbital gap ... 0.3805 Ha

Geometry as ORCA input:
```
! RIJCOSX wB97M-V def2-TZVPD def2/J DEFGRID3
* xyz -1 1
Rb -1.0192 -1.0806 0.4945
As 0.2298 -2.3649 -2.9118
F 0.8707 -3.5055 -1.5992
F -1.3531 -2.5426 -2.1468
F -0.3487 -1.1992 -4.1384
F 1.9024 -2.2536 -3.5873
F -0.1142 -3.7648 -3.9991
F 0.5524 -1.0364 -1.7787
As -3.3801 1.4546 -2.3967
F -1.9013 2.4162 -2.2234
F -2.6947 0.0733 -1.4230
F -4.9673 0.7006 -2.6776
F -4.0699 2.7054 -3.5100
F -2.7241 0.6598 -3.8697
F -4.0931 2.2210 -0.9918
C 3.6809 0.0265 0.4459
O 3.7579 -1.3792 0.5784
C 2.7221 -2.0019 1.0699
O 1.7013 -1.4469 1.4855
O 2.8610 -3.3225 0.8752
C 1.8132 -4.1331 1.3389
H 2.7545 0.3252 -0.0448
H 4.4976 0.4836 -0.1128
H 3.7851 0.4838 1.4299
H 2.0732 -5.1724 1.1378
H 0.8988 -3.8898 0.7977
H 1.5550 -4.0161 2.3914
C 1.1444 1.5956 3.1406
O 0.1280 2.5869 2.9677
C -0.8898 2.5091 2.0646
O -1.0373 1.6200 1.2568
O -1.5581 3.5927 2.1601
C -2.5317 3.9006 1.2613
H 1.5704 1.7057 4.1378
H 1.8881 1.7203 2.3536
H 0.7943 0.5676 3.0469
H -3.0789 4.8221 1.4602
H -3.3105 3.1380 1.2545
H -2.1090 3.8008 0.2616
*
```

Entry 2:
Formula: C21H23F32IO5Si2
Source: the OMol25 dataset
Level of theory: wB97M-V/def2-TZVPD

Computed properties:
Structure (SMILES) ... FC(F)C(F)(F)COC(F)(F)C(F)F.FC(F)C(F)(F)COC(F)(F)C(F)F.FC(F)C(F)(F)COC(F)(F)C(F)F.FC(F)C(F)(F)COC(F)(F)C(F)F.C[SiH2]O[SiH2]I
Lowest unoccupied orbital energy ... 0.39 eV
Electronic energy ... -5262.75544 Eh
Frontier orbital gap ... 0.3759 Ha

Geometry as ORCA input:
```
! RIJCOSX wB97M-V def2-TZVPD def2/J DEFGRID3
* xyz 0 1
C -2.0099 -1.8721 2.7171
Si -1.7520 -3.0047 1.2753
O -1.2943 -4.5375 1.7276
Si -1.7149 -5.5904 2.9038
I 0.2522 -6.1139 4.2108
H -2.3316 -0.9165 2.3073
H -1.0800 -1.7040 3.2524
H -2.7665 -2.1981 3.4263
H -2.9815 -3.1086 0.4565
H -0.6625 -2.4836 0.4276
H -2.7158 -4.9800 3.8002
H -2.2143 -6.8401 2.3144
C -1.0644 3.3774 -1.3239
C -1.1751 4.8638 -0.9686
C -0.5133 5.3055 0.3408
F -1.1186 4.7090 1.3991
F -0.6471 6.6400 0.4901
F -2.4540 5.2751 -1.0013
F -0.4865 5.5232 -1.9497
O -2.1760 2.5911 -0.9288
C -2.1861 1.8875 0.2276
C -3.4651 2.1735 1.0337
F -3.5194 3.4816 1.3470
F -3.4255 1.4614 2.1808
F -1.0860 2.0785 0.9754
F -2.2170 0.5562 -0.0771
H -1.0544 3.3438 -2.4125
H -0.1224 2.9662 -0.9599
H 0.5441 5.0450 0.3359
H -4.3453 1.8902 0.4543
C 4.1481 -4.9509 -0.8261
C 4.6952 -6.3843 -0.7987
C 4.6674 -7.1732 -2.1158
F 3.3969 -7.3622 -2.5244
F 5.2297 -8.3844 -1.9172
F 4.1161 -7.1013 0.1774
F 6.0288 -6.2580 -0.5024
O 2.8141 -4.8140 -0.3706
C 1.7518 -4.7821 -1.2240
C 0.6604 -5.7695 -0.7748
F 1.1444 -7.0275 -0.7891
F -0.3737 -5.7011 -1.6424
F 2.1074 -4.9876 -2.5042
F 1.1931 -3.5462 -1.1634
H 4.7561 -4.4063 -0.1057
H 4.2967 -4.5129 -1.8126
H 5.2246 -6.6455 -2.8938
H 0.3135 -5.5117 0.2269
C -3.1394 1.7422 -4.8567
C -1.7279 1.7822 -5.4505
C -1.4092 0.7702 -6.5583
F -1.5142 -0.4872 -6.0826
F -0.1420 0.9628 -6.9806
F -0.8019 1.7101 -4.4748
F -1.6110 3.0098 -6.0496
O -3.2366 1.0192 -3.6476
C -3.6431 -0.2797 -3.6007
C -2.6018 -1.1600 -2.8882
F -1.4316 -1.1035 -3.5547
F -3.0440 -2.4345 -2.8958
F -3.9423 -0.7678 -4.8160
F -4.7786 -0.3376 -2.8560
H -3.3647 2.7762 -4.5974
H -3.8600 1.4058 -5.6017
H -2.0919 0.8981 -7.4021
H -2.4590 -0.8206 -1.8636
C 2.1564 5.2184 3.2726
C 2.3668 3.8174 2.6846
C 1.2972 2.7562 2.9897
F 1.2756 2.4840 4.3092
F 1.6103 1.6194 2.3293
F 3.5863 3.3455 2.9723
F 2.2955 3.9852 1.3125
O 2.8797 5.4713 4.4630
C 2.3169 5.3286 5.6975
C 3.2055 4.4637 6.6088
F 3.3574 3.2395 6.0695
F 2.6022 4.3318 7.8074
F 1.0639 4.8465 5.6423
F 2.2450 6.5525 6.2765
H 2.5710 5.9025 2.5332
H 1.0906 5.4210 3.3807
H 0.3099 3.0954 2.6686
H 4.1815 4.9346 6.7375
*
```

Entry 3:
Formula: C11H24N6O5
Source: the OMol25 dataset
Level of theory: wB97M-V/def2-TZVPD

Computed properties:
Structure (SMILES) ... [H]/N=C(\N)NCCC[C@H](N)C(=O)O.NC(=O)CC[C@H](N)C(=O)O
Lowest unoccupied orbital energy ... 0.12 eV
Electronic energy ... -1138.24930 Eh
Frontier orbital gap ... 0.3276 Ha

Geometry as ORCA input:
```
! RIJCOSX wB97M-V def2-TZVPD def2/J DEFGRID3
* xyz 0 1
C -0.1272 -1.7975 -1.6095
C 1.0214 -1.7821 -0.5657
C -0.6273 -0.3131 -1.8606
C -1.6386 -0.1993 -3.0206
C -1.8542 1.2504 -3.5500
C -3.6331 2.6800 -4.5447
C 1.9613 -1.4454 4.0693
C 3.2883 -1.3814 4.8851
C 1.2371 -0.2419 3.4857
C 2.1554 0.7338 2.7599
C 1.3119 1.8940 2.3217
H -0.7833 -3.5594 -0.8459
H -1.5035 -3.1955 -2.1183
H 0.3894 -2.1164 -2.4620
H -1.0328 0.1821 -1.0107
H 0.1134 0.2481 -2.1151
H -1.2531 -0.8106 -3.8032
H -2.5632 -0.6378 -2.7810
H -1.8599 1.8999 -2.7967
H -1.0475 1.4519 -4.1481
H -3.0262 0.9805 -5.2324
H -4.3516 3.9983 -5.6799
H -4.6071 3.9084 -3.3596
H -3.7185 2.8354 -2.6601
H 2.3432 -2.9758 -0.0925
H 0.5900 -2.9617 3.8287
H 0.5287 -2.0632 5.2494
H 2.3354 -1.8656 3.2235
H 0.8063 0.3326 4.3693
H 0.4129 -0.4730 2.8676
H 2.5974 0.2904 1.7865
H 3.0804 1.1297 3.3748
H 2.9381 3.0245 2.0632
H 1.5102 3.7388 1.5190
H 2.8547 -3.2218 5.1292
N -1.2157 -2.8054 -1.3444
N -3.0351 1.4381 -4.3965
N -3.9466 3.1165 -5.7268
N -3.7737 3.4371 -3.3900
N 1.1208 -2.4951 4.5719
N 1.9793 3.0535 2.0737
O 1.6027 -0.8318 -0.0428
O 1.5323 -3.0457 -0.5089
O 4.1444 -0.5319 4.7840
O 0.1536 1.7663 2.0328
O 3.5898 -2.6389 5.2705
*
```

Entry 4:
Formula: C3H17N2O3
Source: the OMol25 dataset
Level of theory: wB97M-V/def2-TZVPD

Computed properties:
Lowest unoccupied orbital energy (spin up / spin down) ... 0.88 / 0.53 eV
Electronic energy ... -459.56153 Eh
Frontier orbital gap (spin up / spin down) ... 0.1521 / 0.3625 Ha

Geometry as ORCA input:
```
! RIJCOSX wB97M-V def2-TZVPD def2/J DEFGRID3
* xyz 0 2
C -0.2242 -1.0688 0.0096
C 0.8405 -2.0199 0.5280
C 0.4323 -3.3832 1.1026
N 1.6455 -4.0672 1.4744
N -0.0087 0.3697 0.4437
H -1.2397 -1.4963 0.2236
H -0.2323 -1.2044 -1.1143
H 1.4655 -1.4926 1.2764
H 1.6422 -2.2046 -0.3112
H -0.2170 -3.2905 2.0118
H 0.0306 -4.0871 0.3236
H 1.6085 -5.0416 1.7354
H 2.1799 -3.5740 2.1666
H -0.3780 0.4868 1.3955
H 1.0124 0.5253 0.3732
H -0.4617 1.0672 -0.2887
H 1.7412 3.7099 -0.3706
H 0.9506 3.5424 0.7965
O 1.3127 2.9573 0.1115
H 0.4512 4.3193 -4.3467
H -0.6336 5.2781 -5.1272
O -0.2846 4.9256 -4.3125
H -3.2544 0.6698 2.0093
H -3.4592 1.1112 0.4520
O -3.3823 0.4023 1.0968
*
```

Entry 5:
Formula: C33H40IrN2O7P2S
Source: the OMol25 dataset
Level of theory: wB97M-V/def2-TZVPD

Computed properties:
Lowest unoccupied orbital energy (spin up / spin down) ... -5.38 / -7.01 eV
Electronic energy ... -3102.53380 Eh
Frontier orbital gap (spin up / spin down) ... 0.2822 / 0.2642 Ha

Geometry as ORCA input:
```
! RIJCOSX wB97M-V def2-TZVPD def2/J DEFGRID3
* xyz 2 2
Ir -0.0528 1.6098 0.5076
O 1.8220 0.6919 0.7067
C 1.4885 -0.5509 0.7376
O 0.3346 -0.8814 1.0703
C 2.4226 -1.5937 0.2627
C 3.7909 -1.3851 0.1853
C 4.6053 -2.3737 -0.3495
C 4.0475 -3.5507 -0.8331
C 2.6743 -3.7527 -0.7804
C 1.8572 -2.7821 -0.2079
P 0.0742 -3.0381 -0.1270
C -0.4396 -3.7887 1.3895
C 0.4448 -3.9208 2.4634
C -0.0013 -4.4710 3.6515
C -1.3262 -4.8731 3.7789
C -2.2113 -4.7308 2.7178
C -1.7765 -4.1788 1.5254
C -0.4301 -3.9797 -1.5444
C -0.3224 -3.3459 -2.7900
C -0.6971 -4.0164 -3.9380
C -1.1927 -5.3126 -3.8500
C -1.3141 -5.9407 -2.6169
C -0.9432 -5.2791 -1.4592
H 4.2106 -0.4542 0.5429
H 5.6744 -2.2207 -0.4057
H 4.6821 -4.3169 -1.2572
H 2.2456 -4.6661 -1.1720
H 1.4799 -3.6199 2.3587
H 0.6843 -4.5964 4.4786
H -1.6721 -5.2951 4.7130
H -3.2393 -5.0504 2.8195
H -2.4726 -4.0438 0.7060
H 0.0449 -2.3277 -2.8510
H -0.6189 -3.5295 -4.9001
H -1.4858 -5.8374 -4.7494
H -1.6965 -6.9505 -2.5575
H -1.0190 -5.7803 -0.5036
C -2.1776 4.6450 1.4411
C -2.6161 3.4415 0.6935
N -1.8813 2.4138 0.2779
C -2.7026 1.5746 -0.4489
C -3.9610 2.0764 -0.4504
N -3.8783 3.2410 0.2648
C -5.2603 1.6630 -1.0577
O -5.2590 0.5344 -1.7409
O -6.2185 2.3657 -0.8954
C -2.0399 0.4321 -1.1221
O -2.6597 -0.4177 -1.7313
O -0.7352 0.4701 -1.0157
H -1.1295 4.5538 1.7077
H -2.7593 4.7688 2.3549
H -2.3249 5.5374 0.8308
H -4.6814 3.8425 0.4066
H -4.3723 0.0997 -1.7619
C 2.0330 1.1376 3.6515
S 0.6614 2.2711 3.7306
C -0.5868 1.1439 4.3196
O 0.1975 2.6410 2.3048
H 2.4322 1.0655 4.6634
H 2.7773 1.5671 2.9855
H 1.7046 0.1669 3.2868
H -0.2475 0.7240 5.2669
H -0.7272 0.3548 3.5790
H -1.5028 1.7081 4.4785
C 2.4049 5.5126 -0.3284
C 1.9078 4.2400 0.3640
P 1.0378 3.0709 -0.7280
C 0.0184 4.1135 -1.8168
C -0.8984 3.4113 -2.8210
C 2.3232 2.2997 -1.7510
C 1.8928 1.0813 -2.5693
H 3.0026 6.0984 0.3681
H 1.5792 6.1401 -0.6596
H 3.0353 5.2930 -1.1907
H 1.2397 4.4747 1.1907
H 2.7476 3.6826 0.7884
H 0.7193 4.7562 -2.3543
H -0.5537 4.7588 -1.1439
H -0.3384 3.0606 -3.6860
H -1.6494 4.1115 -3.1843
H -1.4110 2.5566 -2.3944
H 3.1354 2.0399 -1.0723
H 2.6737 3.1003 -2.4095
H 1.4536 0.3110 -1.9401
H 2.7617 0.6569 -3.0715
H 1.1612 1.3412 -3.3320
*
```

Entry 6:
Formula: C3H10S
Source: the OMol25 dataset
Level of theory: wB97M-V/def2-TZVPD

Computed properties:
Lowest unoccupied orbital energy (spin up / spin down) ... -4.49 / -9.67 eV
Electronic energy ... -518.11085 Eh
Frontier orbital gap (spin up / spin down) ... 0.3165 / 0.1262 Ha

Geometry as ORCA input:
```
! RIJCOSX wB97M-V def2-TZVPD def2/J DEFGRID3
* xyz 1 2
C -3.1000 -1.2922 -0.6279
S -3.6669 -1.6465 -2.2924
H -3.9082 -1.5625 0.0540
H -2.2680 -1.9814 -0.4542
H -2.6747 -0.2946 -0.5639
H -4.0051 -0.4154 -2.7439
C 4.8358 1.4832 2.0556
C 5.2232 2.7165 2.8689
H 5.4934 0.6609 2.3218
H 4.8455 1.6567 0.9773
H 3.7925 1.2518 2.2648
H 6.2366 3.0510 2.6536
H 4.6542 3.6275 2.6263
H 4.9427 2.5881 3.9136
*
```

- What is the electronic energy in the second record?
  -5262.75544 Eh

- Look up the electronic energy of the sixth one.
  -518.11085 Eh

- Which of these has the highest electronic energy?
  C3H17N2O3